1.
H18O9 as an isolated structure in a non-equilibrium geometry, computed with ωB97M-V/def2-TZVPD.

```
27
Properties=species:S:1:pos:R:3:forces:R:3
O 2.194447 -1.114481 -2.534320 3.615 -3.921 -0.708
H 1.569017 -1.817071 -2.357030 0.063 -0.454 -0.017
H 1.649797 -0.349341 -2.719130 1.907 -1.401 -0.210
O 0.177267 -0.399201 -0.030440 7.529 4.726 1.840
H 0.691807 -0.348241 -0.835970 1.499 -0.218 -0.103
H 0.213207 0.485329 0.333640 1.328 0.564 -0.401
O 1.495687 0.649059 2.021720 3.492 3.650 0.377
H 2.092677 0.205989 2.624650 0.347 0.087 -0.033
H 0.811367 0.003769 1.844110 1.094 0.406 -0.125
O -0.378453 -2.369791 -0.043220 -1.821 -6.038 -0.293
H -0.460933 -2.435121 0.908180 0.354 -0.426 -0.178
H -0.243483 -1.436751 -0.208900 -1.032 -3.072 0.488
O -1.686063 -0.088041 -0.944270 -5.647 0.901 -2.725
H -0.744203 -0.193701 -0.810200 -1.491 0.455 -0.877
H -2.067243 -0.208061 -0.074480 -0.448 -0.772 -1.165
O -0.007453 -0.850611 2.093340 -4.348 -4.308 2.329
H -0.850723 -0.684441 1.672010 0.144 -0.893 0.297
H -0.180623 -0.741101 3.028350 -0.002 0.021 0.627
O 0.781527 0.361279 -2.250970 -4.273 5.087 -0.474
H 0.976497 1.155389 -1.753370 0.007 0.927 0.638
H 0.634407 0.668639 -3.145470 -0.902 0.376 -0.441
O -0.038893 1.961919 -0.148170 4.696 4.159 -4.016
H -0.486613 2.473199 -0.822240 0.035 0.125 -0.290
H -0.744833 1.538859 0.340610 -0.036 0.971 -1.487
O -1.430523 1.267419 1.178810 -5.246 -1.878 6.509
H -2.141453 1.867789 1.403260 -0.192 0.572 0.138
H -1.826203 0.397309 1.229490 -0.671 0.353 0.301
```
Positions in Å, forces in eV/Å.

Calculated values
Maximum force = 9.1 eV Å⁻¹
Highest occupied orbital energy = -9.6 eV
ΔE to the lowest compared entry with this formula, charge and spin = 1357.1 kJ/mol
Frontier orbital gap = 9.0 eV
Calculated total energy = -18708.071 eV
Charge = 0

2.
One molecule with the formula C21H24ClN3O2S, computed with ωB97M-V/def2-TZVPD.

```
52
Properties=species:S:1:pos:R:3:forces:R:3
C 2.147395 3.720285 -1.169626 -0.095 -0.071 -0.024
N 0.810217 3.177728 -1.056042 -0.091 0.168 0.037
C 0.078773 3.305751 -2.298343 0.016 -0.031 0.014
C 0.093934 3.711900 0.089849 0.093 -0.214 0.195
C 0.308769 2.816459 1.317717 -0.217 0.522 -0.134
N -0.143727 1.469211 1.031673 -0.212 0.026 0.093
C -1.504687 1.236440 1.067132 0.302 0.234 0.085
O -2.280951 2.090323 1.435693 -0.113 0.198 0.037
N -1.916688 -0.019718 0.662177 -0.378 -0.135 -0.043
C -3.324818 -0.264802 0.722840 -0.494 -0.081 0.051
C -3.982940 -0.227610 1.942495 0.098 -0.065 -0.148
C -5.344565 -0.467988 1.988048 0.045 -0.012 0.009
C -6.049079 -0.755899 0.832409 0.007 -0.011 -0.091
C -5.373886 -0.794943 -0.376849 0.182 0.106 0.271
Cl -6.240486 -1.149127 -1.826262 -0.150 -0.068 -0.255
C -4.013853 -0.545872 -0.446715 -0.022 0.073 0.139
C -1.110950 -1.067331 0.177476 0.271 -0.020 0.060
O -1.613919 -2.119906 -0.151965 -0.016 -0.054 -0.005
C 0.293900 -0.733658 0.148660 0.278 0.503 0.132
C 1.387092 -1.560235 -0.270774 0.225 0.158 -0.060
C 2.583752 -0.933766 -0.153397 -0.291 0.264 0.123
S 2.414875 0.695568 0.472440 -0.310 -0.415 -0.078
C 0.705138 0.515056 0.564341 0.219 -0.696 -0.223
C 3.960510 -1.427969 -0.458409 0.099 -0.001 -0.207
C 4.126210 -2.952564 -0.347622 0.017 -0.001 0.238
C 3.238541 -3.566415 0.737120 0.049 -0.198 -0.102
C 1.856817 -3.974394 0.213118 0.060 0.115 0.024
C 1.244808 -2.963697 -0.764692 -0.051 -0.224 0.025
H 2.147013 4.793124 -1.418207 0.000 0.029 0.013
H 2.683619 3.182497 -1.950043 0.113 0.004 -0.002
H 2.679532 3.580325 -0.230813 0.119 0.037 0.027
H -0.892264 2.822839 -2.197739 -0.048 0.006 -0.061
H 0.635481 2.799002 -3.085886 -0.036 0.004 -0.087
H -0.076510 4.352861 -2.599951 -0.017 0.030 -0.032
H 0.402683 4.738284 0.337358 -0.059 0.027 -0.040
H -0.977009 3.724190 -0.121897 0.056 0.038 0.027
H 1.362418 2.768478 1.595659 -0.056 0.028 0.075
H -0.281102 3.200303 2.152777 0.196 -0.051 -0.019
H -3.433061 -0.003225 2.842585 0.059 0.034 0.070
H -5.862539 -0.435332 2.934123 -0.049 0.006 0.081
H -7.109774 -0.948427 0.864894 -0.088 -0.021 -0.025
H -3.496750 -0.581078 -1.392171 0.026 -0.019 -0.073
H 4.251322 -1.100627 -1.462709 0.091 0.039 0.068
H 4.645275 -0.942497 0.242280 0.076 -0.041 -0.042
H 3.907193 -3.428650 -1.303246 0.056 -0.020 -0.066
H 5.174667 -3.156267 -0.122026 -0.005 -0.018 -0.095
H 3.722975 -4.453475 1.149855 0.007 0.037 0.074
H 3.128895 -2.849779 1.553276 0.025 -0.033 0.071
H 1.931894 -4.935697 -0.299024 -0.030 -0.061 0.031
H 1.183151 -4.105249 1.061769 -0.051 -0.081 -0.004
H 1.734985 -3.046050 -1.736833 -0.034 -0.030 -0.029
H 0.187705 -3.188373 -0.896519 0.127 -0.017 -0.124
```
Positions in Å, forces in eV/Å.

Calculated values
Maximum force = 0.8 eV Å⁻¹
Highest occupied orbital energy = -8.0 eV
ΔE to the lowest compared entry with this formula, charge and spin = 0.0 kJ/mol
Frontier orbital gap = 8.5 eV
Calculated total energy = -54091.058 eV
Charge = 0
SMILES string = CN(C)CCn1c(=O)n(-c2cccc(Cl)c2)c(=O)c2c3c(sc21)CCCCC3

3.
C43H33BrN11O2W as an isolated structure, computed with ωB97M-V/def2-TZVPD.

```
91
Properties=species:S:1:pos:R:3:forces:R:3
W 0.088545 -0.865777 -0.128928 0.467 0.003 -0.570
O -3.533755 -2.990315 0.355113 0.002 -0.006 0.002
C -2.682108 -2.188990 0.066121 0.037 -0.039 -0.028
N -1.507681 -1.920715 0.754796 -0.117 0.157 0.146
C -1.477097 -2.136359 2.125689 0.071 -0.065 -0.089
O -2.152037 -2.893803 2.772660 -0.045 -0.002 0.034
C -0.492940 -1.213911 2.806602 -0.001 0.032 -0.001
C -0.351269 -1.226134 4.179867 -0.002 -0.006 0.005
C 0.536034 -0.337215 4.763859 -0.008 -0.002 0.003
C 1.252175 0.529315 3.951463 -0.004 0.016 -0.001
C 1.052816 0.485720 2.584919 -0.005 0.002 -0.033
N 0.188548 -0.364473 2.024629 0.051 -0.024 0.098
C -2.874309 -1.245546 -1.095027 -0.032 0.009 0.007
C -4.047895 -1.262930 -1.820260 0.001 -0.001 -0.019
C -4.244171 -0.279781 -2.779083 -0.003 -0.014 0.005
C -3.262871 0.680098 -2.964892 0.014 0.002 -0.007
C -2.106873 0.608918 -2.205401 -0.012 0.013 -0.009
N -1.911965 -0.342463 -1.295825 0.018 0.051 -0.003
H -0.941724 -1.928218 4.751421 -0.001 0.003 0.000
H 0.668551 -0.319928 5.837084 0.002 0.001 0.000
H 1.959463 1.234663 4.363931 0.000 -0.003 0.003
H 1.586381 1.143230 1.910960 -0.004 0.011 -0.002
H -4.783458 -2.023976 -1.601195 -0.001 0.001 -0.002
H -5.155652 -0.254425 -3.361124 0.001 0.001 0.000
H -3.382374 1.476719 -3.685367 -0.004 0.002 0.001
H -1.314111 1.337616 -2.324511 -0.004 0.005 -0.003
C -3.704204 0.433741 3.474503 0.020 0.014 0.000
C -3.750952 0.090355 2.131291 -0.057 0.046 0.018
N -2.918923 0.623439 1.241298 -0.027 0.021 -0.053
C -2.034360 1.504437 1.691379 0.065 -0.012 0.068
C -2.001810 1.853048 3.043230 0.030 -0.002 -0.009
N -2.824070 1.318190 3.933925 -0.015 -0.014 0.012
C -1.096429 2.190738 0.748451 0.006 -0.037 -0.021
C -1.172736 3.558184 0.746080 0.000 0.064 -0.035
C -0.321122 4.322000 -0.086103 -0.026 -0.036 0.030
C 0.587784 3.638904 -0.840764 0.010 -0.020 -0.023
C 0.658356 2.227820 -0.794542 -0.046 0.040 0.051
N -0.199738 1.494035 -0.012693 -0.198 0.037 0.116
C 1.604994 1.496190 -1.556693 0.079 0.035 -0.060
C 2.623823 2.084974 -2.351972 -0.041 -0.030 0.033
N 3.486270 1.406352 -3.049664 0.032 0.022 -0.029
C 3.392169 0.042388 -2.970343 -0.032 -0.020 0.021
C 2.451878 -0.570008 -2.206456 0.035 -0.019 -0.058
N 1.521319 0.127670 -1.500914 -0.314 -0.012 0.243
C -0.415086 5.797001 -0.123103 0.002 0.010 -0.002
C -0.715195 6.526292 1.022000 0.000 0.001 0.008
C -0.781057 7.908806 0.939418 0.001 0.003 -0.004
N -0.581096 8.589913 -0.184719 0.001 -0.006 0.001
C -0.301152 7.888348 -1.279169 0.000 0.004 0.006
C -0.206189 6.505637 -1.301390 -0.004 -0.003 -0.005
H -4.385498 -0.010642 4.189147 0.005 -0.011 -0.002
H -4.470906 -0.633758 1.766481 0.003 -0.004 0.009
H -1.277082 2.571824 3.409383 0.006 0.010 -0.008
H -1.923391 4.044256 1.352789 -0.002 -0.006 0.002
H 1.272477 4.182195 -1.473703 0.005 0.006 0.007
H 2.719351 3.163251 -2.390303 -0.007 0.006 -0.009
H 4.116021 -0.534921 -3.527859 0.004 0.000 0.002
H 2.421791 -1.647524 -2.122116 -0.012 -0.009 -0.002
H -0.874223 6.036460 1.973824 0.002 0.001 0.000
H -1.004130 8.496537 1.822424 0.000 0.001 0.000
H -0.149581 8.458947 -2.188208 0.001 0.001 0.000
H 0.001071 5.994863 -2.232748 0.001 -0.001 0.000
C 0.643713 -4.743767 1.131235 0.000 -0.008 0.048
C 2.046243 -4.227311 0.964932 0.011 0.031 -0.001
C 3.104080 -5.096808 1.190291 -0.007 0.006 0.003
C 4.415166 -4.651320 1.179261 -0.002 -0.003 -0.004
C 4.684691 -3.307782 0.980844 0.003 -0.006 -0.003
C 3.663603 -2.398366 0.743759 0.015 -0.002 0.007
C 4.010429 -0.942624 0.588074 0.003 0.003 0.026
C 2.338511 -2.877603 0.680895 0.068 0.124 0.077
N 1.327686 -1.991674 0.341898 -0.114 -0.458 -0.118
H 0.503724 -5.687022 0.601343 0.001 0.004 -0.010
H -0.113627 -4.038352 0.805625 -0.028 0.038 0.064
H 0.447442 -4.940653 2.187420 -0.005 -0.014 -0.004
H 2.888943 -6.138135 1.397545 0.000 0.000 0.001
H 5.225334 -5.347072 1.352486 -0.002 0.001 0.008
H 5.706384 -2.949796 1.019200 0.000 0.001 -0.002
H 4.716587 -0.651500 1.366172 0.006 0.009 -0.004
H 3.133359 -0.302714 0.659150 0.010 -0.002 -0.007
H 4.486477 -0.745134 -0.373754 -0.004 -0.003 0.000
Br -0.851857 -4.780072 -5.858209 0.001 0.001 0.001
C -0.549595 -3.711177 -4.350646 -0.003 -0.005 -0.007
C -0.398127 -2.338311 -4.485741 0.008 0.005 0.005
C -0.185989 -1.589165 -3.348830 0.014 -0.022 -0.013
N -0.119047 -2.120891 -2.120435 0.070 0.072 0.139
C -0.253183 -3.446361 -2.010031 -0.001 -0.027 0.013
C -0.471720 -4.279223 -3.091435 0.006 0.009 0.007
H -0.440109 -1.860199 -5.453357 0.002 -0.001 0.000
H -0.052960 -0.519265 -3.420489 0.009 -0.002 -0.002
H -0.185652 -3.855317 -1.013582 -0.005 0.021 -0.064
H -0.579071 -5.343625 -2.943265 -0.002 0.000 -0.002
```
Positions in Å, forces in eV/Å.

Calculated values
2S+1 = 3
Maximum force = 0.7 eV Å⁻¹
Highest occupied orbital energy (alpha / beta) = -8.4 / -10.9 eV
ΔE to the lowest compared entry with this formula, charge and spin = 0.0 kJ/mol
Frontier orbital gap (alpha / beta) = 5.0 / 7.2 eV
Calculated total energy = -137478.371 eV
Charge = +1